Density functional theory data (wB97M-V/def2-TZVPD) for a structure of composition C16H20Cl3FeN7S2 in a non-equilibrium geometry.

XYZ file:
```
49
Properties=species:S:1:pos:R:3
C 0.428 2.195 2.464
C 0.981 1.014 -2.170
H 0.079 1.428 -2.622
C -1.789 1.902 -0.730
H 1.444 3.650 1.199
Fe 0.189 -0.055 0.183
N 0.393 0.721 2.492
H -0.955 3.389 0.529
Cl -2.997 -2.862 -1.727
S 2.594 -0.304 0.632
H -0.415 3.504 -1.142
C 4.624 -5.550 -1.425
N -1.490 -1.284 0.967
C 2.789 -3.971 -1.116
N -1.870 0.760 0.187
H -2.699 2.514 -0.731
S 0.583 -2.404 -0.896
C 3.156 -1.817 -0.065
N 5.020 -6.579 -1.750
H 2.430 1.480 -0.707
H 1.784 2.918 -1.516
H -0.277 0.367 3.165
N 0.579 2.047 0.041
C 2.272 -2.748 -0.678
H -2.143 1.083 1.110
N 0.654 -0.315 -1.539
H -0.603 2.544 2.377
C 1.526 1.936 -1.089
H 2.207 2.057 1.320
C -3.535 -2.486 -0.070
H 1.733 0.943 -2.961
H 1.497 -0.869 -1.420
C -2.432 -1.875 0.650
H -1.662 1.514 -1.738
Cl -4.095 -3.962 0.722
Cl -4.878 -1.306 -0.150
H 1.299 0.333 2.739
H 0.024 -0.847 -2.122
H 5.188 -1.388 0.444
N 7.561 -3.737 -0.294
C 4.136 -4.271 -1.003
H 0.858 2.666 3.353
C 4.518 -2.114 0.005
C 6.426 -3.573 -0.372
H -2.585 0.132 -0.126
H 2.118 -4.697 -1.553
C 5.020 -3.321 -0.461
C 1.249 2.570 1.239
C -0.628 2.800 -0.329
```

Computed properties:
maximum force = 7.07 eV/Å
net charge = 0
calculated total energy = -120967.6115 eV
Kohn-Sham gap (spin up / spin down) = 6.12 / 6.13 eV
energy relative to the best compared isomer or geometry (same formula, charge and spin) = 211.1 kJ/mol
HOMO energy (spin up / spin down) = -6.49 / -6.52 eV


Density functional theory data (wB97M-V/def2-TZVPD) for a cluster of 3 separate species, C5H7NO in total in a non-equilibrium geometry.

XYZ file:
```
14
Properties=species:S:1:pos:R:3
C -1.051 1.045 -1.936
C 1.132 -0.236 1.187
H 1.770 -0.964 1.648
H 0.330 -1.561 -1.256
H 0.293 1.527 2.233
N -0.459 1.938 -2.342
C -0.386 -1.673 -0.429
H -1.729 0.283 -1.595
O -1.489 -1.175 -0.465
H 1.565 1.238 -0.454
C 1.038 0.727 0.325
H -0.160 -2.476 0.289
C 0.096 0.789 1.465
H -0.949 0.536 1.330
```

Computed properties:
SMILES = C1=CC1.C#N.C=O
maximum force = 1.45 eV/Å
net charge = 0
calculated total energy = -8831.3398 eV
Kohn-Sham gap = 10.31 eV
energy relative to the best compared isomer or geometry (same formula, charge and spin) = 469.2 kJ/mol
HOMO energy = -9.86 eV


Density functional theory data (wB97M-V/def2-TZVPD) for a structure of composition C39H44AsF4N2OP2Pd in a non-equilibrium geometry.

XYZ file:
```
94
Properties=species:S:1:pos:R:3
H -2.853 0.344 -1.601
H -4.964 -5.158 -2.508
C 3.068 1.990 -2.371
H -1.876 3.360 4.458
H 0.338 2.608 1.952
H -2.872 -0.250 3.865
H 0.258 6.157 1.866
H 3.072 1.993 3.152
C -3.978 -3.400 -3.125
H -1.444 0.673 -2.550
H 2.115 6.153 3.041
C 1.772 -0.126 4.126
C 1.315 -1.842 -0.323
O -2.184 2.289 1.481
F 4.230 0.111 3.879
P -2.967 1.925 2.704
C 2.639 -4.267 0.112
H -0.839 1.327 -4.539
C -2.816 -2.782 -3.496
H 1.880 2.704 4.259
N 1.260 0.906 3.442
C 1.712 -3.797 1.052
C -4.588 2.663 2.942
H 0.470 -2.142 1.620
C 2.463 0.971 -1.607
F -0.488 -0.693 4.379
C 3.140 -0.517 4.408
C -3.992 -4.759 -2.798
H -2.827 -6.599 -2.770
H -1.044 1.883 4.111
H 0.975 5.308 0.501
H -0.669 2.281 -1.441
H 1.067 1.424 -6.034
H 2.809 3.802 -3.484
H -1.945 -2.489 -6.077
H -1.829 -1.400 -0.416
C 0.357 2.118 -1.789
H 3.100 0.197 -1.182
As -2.929 -0.797 -3.796
C 1.353 2.985 2.157
C -2.049 2.339 4.179
C -0.166 -1.633 -6.887
C 0.965 3.124 -2.529
H -2.583 1.877 5.033
H 4.154 1.971 -2.568
C 2.330 3.033 -2.871
H 2.596 -3.471 6.124
H -0.871 -1.945 -1.841
C -1.634 -3.552 -3.592
C 0.727 -0.565 -6.891
C -1.242 -1.661 -6.017
F 0.017 -3.069 5.493
H 0.362 4.002 -2.806
H 2.581 4.715 4.009
H -4.265 -0.082 2.709
C 1.093 -2.582 0.830
C -1.425 -0.652 -5.064
C -3.213 0.145 2.878
C -1.201 -1.072 -1.268
C 2.873 -3.532 -1.024
H -0.715 -3.086 -3.889
H -5.137 2.234 3.793
N 1.227 4.380 2.409
H -4.885 -2.830 -2.959
F 4.601 -1.805 5.813
C 0.419 5.149 1.447
Pd 0.287 0.374 1.619
H -4.500 3.756 3.071
C 2.238 -2.303 -1.270
C -2.845 -5.538 -2.933
H 3.304 4.962 2.388
H 3.236 -5.175 0.294
P 0.264 -0.363 -0.457
H 0.060 -2.507 -7.522
H 1.955 2.816 1.222
C 1.051 -2.231 5.237
H 3.524 -3.944 -1.791
H -0.558 4.640 1.331
C 1.991 2.165 3.321
H 1.505 -4.402 1.946
H -2.616 -0.325 2.055
H -5.187 2.501 2.029
C 1.068 0.976 -1.400
C -1.667 -4.914 -3.277
C 0.472 0.501 -6.028
C 3.384 -1.604 5.219
H 1.599 -0.537 -7.569
H 2.456 -1.756 -2.156
C -2.027 -0.114 -2.149
C 2.372 -2.536 5.600
C 0.789 -1.056 4.608
H -0.747 -5.536 -3.302
C 2.368 5.070 2.976
C -0.626 0.491 -5.170
```

Computed properties:
maximum force = 3.02 eV/Å
net charge = -1
calculated total energy = -139950.3548 eV
Kohn-Sham gap = 5.52 eV
energy relative to the best compared isomer or geometry (same formula, charge and spin) = 0.0 kJ/mol
HOMO energy = -3.07 eV


> Which value of energy relative to the best compared isomer or geometry (same formula, charge and spin) does entry 3 give?

0.0 kJ/mol


> Which formula does entry 3 have?

C39H44AsF4N2OP2Pd